DFT (ωB97M-V/def2-TZVPD) results for a 2-piece molecular cluster, CH5S3 overall at a distorted geometry.

XYZ file:
```
9
Properties=species:S:1:pos:R:3
S 1.22517 2.46888 -1.40579
H 1.05940 3.41845 -0.50526
C -0.47297 -2.87848 0.43787
S -1.18548 -1.22408 0.07385
S 0.07462 0.10755 1.11182
H 0.60313 -2.76043 0.48861
H -0.75884 -3.53130 -0.38561
H -0.95149 -3.20951 1.35368
H 0.74840 1.46093 -0.58724
```

Spin multiplicity: 1
Charge: -1
LUMO energy (eV): 3.536
Frontier orbital gap (eV): 6.071
F_max (eV/A): 1.1

Atomic partial charges in e from the Mulliken method, atoms 1 to 4: number 1, S, carries -0.3560; number 2, H, carries 0.0950; number 3, C, carries -0.7421; number 4, S, carries -0.1788


DFT (ωB97M-V/def2-TZVPD) results for a 2-piece molecular cluster, C3H5NO2S overall at a distorted geometry.

XYZ file:
```
12
Properties=species:S:1:pos:R:3
C 1.61620 -0.15487 -0.21571
C 0.75647 -1.33613 -0.28539
C 1.47205 0.75565 0.74382
N -3.14888 0.63922 0.39943
O -1.23177 0.27577 -1.18349
O -0.11691 -1.59665 0.51525
S -1.77939 0.04316 0.14221
H 2.35311 -0.04490 -0.99698
H 0.95058 -1.99807 -1.14478
H 0.73394 0.62071 1.51815
H 2.07821 1.64385 0.79435
H -3.68361 1.15227 -0.28685
```

Spin multiplicity: 1
Charge: 0
LUMO energy (eV): -0.269
Frontier orbital gap (eV): 9.977
F_max (eV/A): 2.9

Atomic partial charges in e from the Mulliken method, atoms 1 to 4: number 1, C, carries -0.0238; number 2, C, carries 0.0478; number 3, C, carries -0.6309; number 4, N, carries -0.5432


DFT (ωB97M-V/def2-TZVPD) results for C44H26BrCl5F4LiN8O2P as an isolated structure.

XYZ file:
```
92
Properties=species:S:1:pos:R:3
Li 0.54465 0.41819 -0.69562
F 4.03951 -2.98302 -6.81562
C 3.17046 -2.31391 -6.06208
C 1.85120 -2.21427 -6.44765
F 1.44969 -2.77820 -7.58717
C 0.95425 -1.50883 -5.66076
F -0.29129 -1.41566 -6.15057
C 1.32322 -0.90176 -4.47063
P 0.18849 -0.01383 -3.29846
C 0.35953 1.69167 -3.95467
C 0.64577 2.72771 -3.06799
C 0.81622 4.02659 -3.53124
C 0.70137 4.30086 -4.88555
C 0.42827 3.27355 -5.78079
C 0.26507 1.97811 -5.31731
C -1.47278 -0.57050 -3.81309
C -1.80297 -1.87979 -3.46378
C -3.06676 -2.38604 -3.72404
C -4.02825 -1.57408 -4.31231
C -3.71473 -0.26192 -4.63686
C -2.44218 0.23842 -4.39157
C 2.67639 -1.00395 -4.11371
Br 3.33971 -0.16593 -2.56398
C 3.58108 -1.69608 -4.89351
F 4.86699 -1.79371 -4.55481
H 0.77198 2.53069 -2.00771
H 1.04760 4.81895 -2.83117
H 0.83392 5.31260 -5.24696
H 0.34931 3.48119 -6.84034
H 0.05620 1.18229 -6.02358
H -1.05652 -2.51340 -2.99288
H -3.30421 -3.40987 -3.46434
H -5.01844 -1.96226 -4.51285
H -4.46320 0.37747 -5.08716
H -2.21353 1.26604 -4.64518
C 2.79639 -3.41847 2.22754
N 1.84644 -2.92816 1.24778
C 1.91119 -1.79029 0.54601
N 0.76052 -1.57802 -0.07612
C 0.02201 -2.65910 0.30748
N 0.63030 -3.49450 1.11189
C 2.66290 -2.71856 3.56026
C 3.66467 -2.87167 4.51108
C 3.55589 -2.25532 5.74809
C 2.43763 -1.49724 6.05474
C 1.43272 -1.34880 5.10530
C 1.55442 -1.94258 3.85512
C 0.22513 -0.60139 5.46015
N -0.12377 -0.16095 6.61695
N -1.36825 0.44040 6.44431
C -1.66013 0.31336 5.19810
O -0.70764 -0.35612 4.50466
C -2.83820 0.82344 4.49219
C -3.65177 1.75724 5.13207
C -4.75207 2.27388 4.47134
C -5.03661 1.87679 3.16927
C -4.23182 0.94593 2.52978
C -4.51960 0.53695 1.10596
N -3.51127 0.97335 0.14835
C -2.43918 0.31247 -0.27612
N -1.70661 1.07752 -1.06039
C -2.40371 2.24502 -1.07561
N -3.50376 2.23131 -0.35187
C -3.13615 0.41436 3.20060
H 3.79149 -3.27337 1.80693
H 2.62730 -4.48780 2.34473
H 2.78460 -1.15927 0.49956
H -0.98891 -2.83455 -0.02655
H 4.54251 -3.46457 4.27887
H 4.34759 -2.36666 6.47687
H 2.33037 -1.01874 7.01723
H 0.75977 -1.81448 3.13090
H -3.40368 2.06722 6.13822
H -5.38098 3.00470 4.96187
H -5.88118 2.30574 2.64342
H -5.45942 0.96593 0.76628
H -4.58293 -0.54833 1.02247
H -2.23303 -0.71342 -0.01205
H -2.09643 3.11059 -1.64105
H -2.48749 -0.30350 2.71000
Cl 3.39983 2.18739 5.62303
C 2.99754 1.88831 3.97377
C 1.70979 2.13955 3.50103
Cl 0.51862 2.80412 4.55105
C 1.38371 1.86642 2.18676
Cl -0.23361 2.07932 1.58667
C 2.32621 1.38937 1.23909
O 2.00125 1.12728 0.02902
C 3.62733 1.16841 1.75334
Cl 4.81058 0.56345 0.64232
C 3.94991 1.39067 3.08536
Cl 5.54355 1.04806 3.64784
```

Spin multiplicity: 1
Charge: 0
LUMO energy (eV): 0.043
Frontier orbital gap (eV): 7.761
F_max (eV/A): 0.5

Atomic partial charges in e from the Mulliken method, atoms 1 to 4: number 1, Li, carries 1.3980; number 2, F, carries -0.2920; number 3, C, carries 0.5700; number 4, C, carries 0.2485


DFT (ωB97M-V/def2-TZVPD) results for C32H42F3GeN5O5SSeSiW as an isolated structure at a distorted geometry.

XYZ file:
```
92
Properties=species:S:1:pos:R:3
W -1.17955 0.21821 -0.61842
O -6.89133 -3.31313 -4.82739
C -5.60900 -3.68130 -4.54218
O -5.10464 -4.55032 -5.20650
C -4.94397 -2.96944 -3.42876
C -3.57406 -3.16007 -3.24839
C -2.88611 -2.52118 -2.23762
C -3.55076 -1.66925 -1.34105
C -4.93666 -1.49210 -1.51453
C -5.60862 -2.11656 -2.54134
N -2.87574 -0.99792 -0.34017
C -3.53418 -0.88094 0.86945
C -2.89382 -0.18850 1.84361
C -3.35734 0.01051 3.19480
C -2.52115 0.50127 4.13045
C -1.16531 0.81373 3.76710
C -0.80780 0.72156 2.46664
N -1.65361 0.32416 1.46663
H -7.12915 -2.55610 -4.28032
H -3.05551 -3.82415 -3.92720
H -1.82683 -2.68628 -2.10940
H -5.46228 -0.80720 -0.86312
H -6.67230 -1.91190 -2.62667
H -4.46818 -1.39933 1.03432
H -4.38129 -0.25498 3.42971
H -2.86085 0.65317 5.14822
H -0.43751 1.13748 4.49771
H 0.19924 0.97342 2.15479
Se 3.43244 1.03813 2.57576
C 4.34729 -0.48896 3.18395
C 5.51946 -0.96704 2.57522
C 6.15081 -2.09793 3.05880
N 5.73092 -2.81632 4.10364
C 4.61151 -2.36815 4.68231
C 3.90526 -1.25193 4.27678
H 5.93330 -0.44114 1.72324
H 7.05751 -2.45281 2.57387
H 4.25409 -2.94777 5.52992
H 3.00108 -0.96286 4.79738
N 0.84139 0.98161 -0.99450
C 1.90555 1.37086 -1.20124
N 3.02682 1.92458 -1.61476
C 3.10017 2.32587 -3.02313
C 4.05429 1.40069 -3.75682
O 5.32599 1.39075 -3.13152
C 5.22379 0.88836 -1.79925
C 4.31448 1.75232 -0.94557
H 3.47642 3.35195 -3.05956
H 2.10021 2.29799 -3.45574
H 4.20487 1.73873 -4.78247
H 3.63666 0.38493 -3.77573
H 6.23207 0.88399 -1.38694
H 4.84864 -0.14096 -1.82537
H 4.75814 2.74501 -0.82399
H 4.15525 1.32606 0.05004
S -1.28563 0.11293 -2.79463
C 0.63395 3.39640 0.91672
Si -0.94449 2.77941 0.05882
C -0.91792 3.76448 -1.55590
C -2.30439 3.43794 1.20065
H 0.45911 4.47061 1.05523
H 1.55149 3.29360 0.33755
H 0.82298 2.97751 1.90477
H -0.96368 4.83480 -1.32345
H -1.73914 3.50506 -2.22308
H 0.02190 3.57733 -2.08390
H -2.83883 4.25789 0.71030
H -1.85457 3.82372 2.11970
H -3.03352 2.67622 1.46432
F -5.45182 2.08193 0.28829
C -5.27247 2.44651 -0.98861
F -5.52097 3.77306 -1.05454
F -6.25007 1.83804 -1.70191
C -3.86020 2.11056 -1.57486
O -3.70524 2.42116 -2.74313
O -3.10359 1.55303 -0.73321
C 1.77156 -3.97127 0.70939
Ge 1.68499 -1.99858 0.85745
C 3.34662 -1.37958 -0.00187
C 1.73688 -1.65017 2.78124
C 0.01493 -1.53827 -0.05397
H 2.65366 -4.35913 1.22494
H 1.81998 -4.27669 -0.33828
H 0.88351 -4.42441 1.15484
H 4.07984 -1.09216 0.75390
H 3.15817 -0.51530 -0.63281
H 3.75776 -2.17711 -0.62538
H 2.76658 -1.74167 3.13265
H 1.12017 -2.38977 3.29732
H 1.38703 -0.65587 3.04263
H -0.70832 -2.12930 0.52356
H 0.12365 -2.07173 -1.00939
```

Spin multiplicity: 1
Charge: -2
LUMO energy (alpha / beta) (eV): 4.017 / 4.016
Frontier orbital gap (alpha / beta) (eV): 5.302 / 5.300
F_max (eV/A): 1.9

Atomic partial charges in e from the Mulliken method, atoms 1 to 4: number 1, W, carries 2.1189; number 2, O, carries -0.5201; number 3, C, carries 0.6102; number 4, O, carries -0.6091